{"formula": "C27H61N4O10P", "method": "ωB97M-V/def2-TZVPD", "smiles": "NC(=O)CCC1=C(N)C(=O)C(P(N)O)=C(N)C1=O.CC(C)O.CC(C)O.CC(C)O.CC(C)O.CC(C)O.CC(C)O", "species": ["N", "C", "O", "C", "C", "C", "C", "N", "C", "O", "C", "P", "N", "O", "C", "N", "C", "O", "H", "H", "H", "H", "H", "H", "H", "H", "H", "H", "H", "H", "H", "C", "C", "C", "O", "H", "H", "H", "H", "H", "H", "H", "H", "C", "C", "C", "O", "H", "H", "H", "H", "H", "H", "H", "H", "C", "C", "C", "O", "H", "H", "H", "H", "H", "H", "H", "H", "C", "C", "C", "O", "H", "H", "H", "H", "H", "H", "H", "H", "C", "C", "C", "O", "H", "H", "H", "H", "H", "H", "H", "H", "C", "C", "C", "O", "H", "H", "H", "H", "H", "H", "H", "H"], "xyz": [[3.5683, 4.8584, 1.4351], [3.4852, 4.5053, 0.0259], [2.4525, 4.7906, -0.6324], [4.7587, 3.7530, -0.5895], [4.9888, 2.2797, 0.0885], [3.6308, 1.6662, 0.6191], [2.8071, 0.8543, -0.2160], [3.3446, 0.0883, -1.3574], [1.2339, 0.8771, 0.1078], [0.4275, 0.0304, -0.3316], [0.7308, 2.1146, 0.9997], [-0.7757, 3.1533, 0.5481], [-0.6702, 3.2588, -1.2329], [-0.5668, 4.7746, 1.1162], [1.5220, 2.3839, 2.1603], [1.0144, 3.1177, 3.3178], [3.0449, 1.8937, 2.0961], [3.6958, 1.7057, 3.1416], [4.5629, 4.8391, 1.6945], [3.1795, 5.7871, 1.6330], [4.6990, 3.7049, -1.7280], [5.6653, 4.3947, -0.3155], [5.7896, 2.3866, 0.8930], [5.4027, 1.6341, -0.7625], [2.8347, -0.8219, -1.2971], [2.9637, 0.5112, -2.2204], [-0.4122, 2.3114, -1.5681], [-1.5820, 3.5402, -1.6290], [0.3438, 5.1007, 0.9281], [0.0436, 3.4311, 3.1912], [0.9514, 2.3968, 4.0688], [-0.2725, -2.4824, 2.5753], [-0.0410, -3.8907, 2.0528], [1.4195, -4.1143, 1.6968], [-0.8505, -4.1073, 0.8977], [-0.0110, -1.7371, 1.8170], [-1.3280, -2.3308, 2.8169], [0.3227, -2.2915, 3.4723], [-0.3508, -4.6186, 2.8074], [1.7399, -3.4249, 0.9082], [1.5704, -5.1266, 1.3120], [2.0629, -3.9718, 2.5672], [-0.5840, -3.4678, 0.2245], [2.9564, 4.3881, 6.5400], [4.4402, 4.1813, 6.2789], [4.8618, 4.8096, 4.9610], [4.7276, 2.7854, 6.2506], [2.3537, 3.9203, 5.7550], [2.6645, 3.9214, 7.4844], [2.7073, 5.4517, 6.5837], [5.0213, 4.6160, 7.0967], [4.3226, 4.3545, 4.1236], [5.9274, 4.6440, 4.7793], [4.6695, 5.8862, 4.9567], [4.2179, 2.3903, 5.5287], [0.8044, -4.3809, 7.0596], [0.9542, -5.1238, 5.7413], [1.3387, -6.5778, 5.9657], [1.9534, -4.4857, 4.9476], [1.7474, -4.3792, 7.6157], [0.5392, -3.3354, 6.8830], [0.0322, -4.8368, 7.6843], [0.0155, -5.0739, 5.1828], [2.3000, -6.6515, 6.4841], [1.4537, -7.0961, 5.0102], [0.5824, -7.0994, 6.5575], [2.7880, -4.5240, 5.4323], [-2.1690, 1.2141, -4.9120], [-2.6377, 1.3885, -3.4764], [-4.0260, 0.8038, -3.2730], [-2.6552, 2.7790, -3.1473], [-2.8380, 1.7319, -5.6069], [-1.1750, 1.6489, -5.0469], [-2.1288, 0.1590, -5.1887], [-1.9310, 0.9028, -2.7972], [-4.7597, 1.3068, -3.9106], [-4.3549, 0.9461, -2.2399], [-4.0410, -0.2646, -3.5006], [-3.2770, 3.2180, -3.7421], [-7.5325, -2.9688, -3.6643], [-6.8782, -1.6469, -3.2942], [-7.4312, -1.1015, -1.9869], [-7.1026, -0.6983, -4.3359], [-8.6115, -2.8452, -3.8017], [-7.1337, -3.3425, -4.6110], [-7.3636, -3.7231, -2.8917], [-5.7974, -1.7838, -3.2069], [-8.5067, -0.9134, -2.0665], [-6.9603, -0.1465, -1.7399], [-7.2591, -1.7993, -1.1636], [-8.0560, -0.5702, -4.4209], [-1.6114, -3.1591, -7.4045], [-1.7018, -1.7843, -8.0482], [-1.0067, -1.7596, -9.4004], [-1.1017, -0.8170, -7.1882], [-0.5677, -3.4411, -7.2318], [-2.1048, -3.1594, -6.4291], [-2.0790, -3.9210, -8.0330], [-2.7514, -1.5036, -8.1693], [0.0576, -1.9935, -9.2964], [-1.0698, -0.7635, -9.8461], [-1.4563, -2.4796, -10.0888], [-0.1727, -1.0556, -7.0742]], "forces_ev_per_angstrom": [[1.28, -0.27, -2.22], [-2.04, 0.96, -0.95], [3.24, -0.99, 1.97], [-0.22, 0.21, 0.91], [0.06, -0.04, -0.16], [-1.40, -1.37, -1.29], [0.94, 1.73, 2.02], [-1.89, 0.51, 0.79], [-0.64, -0.15, -0.15], [2.42, 2.42, 0.93], [2.77, 0.14, 0.81], [-1.63, 0.54, -0.22], [0.71, -0.59, 1.86], [1.54, -2.00, -0.88], [-1.59, -0.60, -2.54], [0.69, -1.72, -0.42], [-0.02, 0.18, 1.52], [-1.42, 0.67, -3.20], [-0.66, 0.03, 0.27], [-0.12, -0.68, -0.15], [-0.28, 0.02, 1.72], [-1.15, -0.86, -0.47], [-1.25, -0.33, -0.91], [-0.67, 0.64, 1.46], [0.59, 0.76, -0.15], [0.30, -0.22, 0.42], [-0.34, 0.93, 0.00], [0.66, -0.59, 0.32], [-0.59, -0.09, -0.14], [0.57, -0.12, -0.42], [0.40, 0.88, -0.42], [-0.18, 0.11, 0.26], [0.39, 0.56, -0.38], [0.24, -0.23, 0.06], [-0.26, -0.27, 0.01], [0.09, -0.08, 0.00], [0.07, -0.06, 0.02], [0.00, -0.02, -0.05], [-0.10, -0.04, -0.20], [-0.11, 0.10, 0.06], [-0.04, 0.04, 0.08], [-0.07, -0.02, -0.08], [-0.01, -0.05, 0.15], [-0.15, 0.03, 0.25], [-0.43, -0.25, -0.49], [0.27, 0.18, -0.18], [0.15, -0.04, 0.21], [0.13, 0.13, -0.10], [0.10, 0.09, -0.02], [-0.04, -0.06, -0.02], [0.04, -0.21, -0.02], [-0.15, 0.01, 0.14], [-0.04, 0.04, 0.11], [0.00, -0.04, -0.02], [0.11, 0.09, 0.02], [-0.21, 0.22, 0.03], [0.49, -0.13, 0.52], [-0.10, -0.22, -0.20], [-0.11, 0.11, -0.23], [-0.03, -0.14, -0.03], [-0.04, -0.10, -0.02], [0.07, 0.04, 0.00], [0.17, 0.10, -0.11], [-0.09, 0.09, 0.09], [-0.08, 0.06, 0.06], [0.07, 0.01, -0.02], [-0.14, 0.00, -0.04], [0.24, -0.07, 0.09], [-0.46, 0.02, -0.59], [-0.07, -0.05, 0.30], [-0.05, 0.19, 0.09], [-0.08, -0.10, 0.07], [-0.04, -0.09, 0.04], [0.00, 0.13, -0.06], [-0.02, 0.21, 0.07], [0.09, -0.11, -0.10], [0.09, -0.06, -0.04], [-0.03, 0.09, -0.04], [0.09, -0.11, 0.06], [0.16, -0.22, -0.13], [-0.74, -0.03, 0.09], [0.19, 0.14, 0.20], [0.29, 0.11, -0.15], [0.03, 0.05, 0.14], [0.04, 0.03, 0.10], [-0.05, 0.03, -0.05], [-0.07, 0.14, -0.16], [0.02, -0.14, -0.04], [0.03, -0.11, -0.02], [-0.05, 0.06, -0.03], [0.14, -0.04, 0.04], [-0.23, -0.10, 0.17], [0.63, -0.34, -0.06], [-0.11, 0.17, -0.23], [-0.18, 0.17, 0.06], [-0.01, 0.03, -0.15], [-0.03, 0.01, -0.11], [0.06, 0.01, 0.05], [0.11, 0.15, 0.14], [-0.07, -0.12, 0.06], [-0.07, -0.09, 0.04], [0.07, 0.03, 0.02], [-0.14, 0.01, -0.05]], "mulliken_charge": [-0.294, 0.331, -0.572, -0.743, -0.910, 0.546, -0.294, -0.563, -0.235, -0.666, 0.930, -0.034, -0.358, -0.500, -0.214, -0.427, 0.572, -0.631, 0.255, 0.247, 0.336, 0.357, 0.350, 0.362, 0.359, 0.345, 0.176, 0.312, 0.337, 0.327, 0.309, -0.750, 0.591, -1.002, -0.593, -0.118, 0.375, 0.322, 0.055, 0.204, 0.303, 0.248, 0.348, -0.830, 0.265, -0.611, -0.583, -0.059, 0.321, 0.367, 0.309, -0.274, 0.336, 0.413, 0.348, -1.339, 0.641, -1.413, -0.459, 0.339, 0.333, 0.372, 0.174, 0.354, 0.332, 0.389, 0.303, -1.383, 1.000, -1.448, -0.594, 0.347, 0.334, 0.313, 0.091, 0.350, 0.347, 0.232, 0.345, -1.422, 0.610, -1.241, -0.540, 0.351, 0.349, 0.364, 0.221, 0.336, 0.306, 0.360, 0.348, -1.260, 0.418, -1.317, -0.477, 0.329, 0.310, 0.374, 0.272, 0.347, 0.326, 0.373, 0.311]}

=====

{"formula": "C27H62F36N3OP6", "method": "ωB97M-V/def2-TZVPD", "charge": -3, "species": ["C", "N", "C", "C", "C", "C", "O", "H", "H", "H", "H", "H", "H", "H", "H", "H", "H", "H", "H", "H", "H", "C", "C", "C", "C", "N", "C", "C", "C", "C", "C", "C", "C", "H", "H", "H", "H", "H", "H", "H", "H", "H", "H", "H", "H", "H", "H", "H", "H", "H", "H", "H", "H", "H", "H", "H", "H", "C", "C", "C", "C", "N", "C", "C", "C", "C", "C", "C", "C", "H", "H", "H", "H", "H", "H", "H", "H", "H", "H", "H", "H", "H", "H", "H", "H", "H", "H", "H", "H", "H", "H", "H", "H", "P", "F", "F", "F", "F", "F", "F", "P", "F", "F", "F", "F", "F", "F", "P", "F", "F", "F", "F", "F", "F", "P", "F", "F", "F", "F", "F", "F", "P", "F", "F", "F", "F", "F", "F", "P", "F", "F", "F", "F", "F", "F"], "xyz": [[19.8339, 12.3586, 3.2266], [18.4499, 12.9954, 3.2366], [17.4933, 11.8349, 3.1992], [18.4668, 13.7757, 4.5237], [18.3917, 13.8313, 1.9989], [16.9295, 14.1505, 1.5743], [16.3780, 12.9720, 1.0123], [19.9538, 11.6497, 4.0401], [20.5755, 13.1409, 3.3679], [19.9250, 11.8507, 2.2746], [17.5389, 11.4339, 2.1992], [16.5555, 12.2702, 3.5293], [17.8781, 11.0974, 3.8948], [18.8178, 13.0822, 5.2808], [17.4309, 14.0385, 4.7313], [19.1474, 14.6099, 4.4152], [19.0389, 13.5064, 1.1835], [18.9102, 14.7575, 2.2750], [17.0088, 14.9420, 0.8402], [16.5312, 14.4064, 2.5603], [16.4638, 12.9022, 0.0292], [16.7173, 3.6263, -1.5007], [16.3377, 3.9145, -0.0497], [15.4825, 5.1553, 0.0848], [15.2201, 5.5188, 1.5585], [13.8976, 6.1542, 1.8219], [13.6746, 6.4666, 3.2755], [12.6746, 5.4300, 3.8167], [11.8462, 5.0409, 2.5898], [12.8373, 5.1436, 1.4368], [13.7308, 7.4176, 1.0135], [14.8845, 8.3862, 1.2010], [14.4500, 9.7631, 0.6619], [17.6317, 3.0386, -1.6029], [16.8893, 4.5154, -2.1083], [15.9225, 3.0291, -1.9579], [17.2475, 3.8888, 0.5565], [15.8440, 2.9839, 0.2779], [14.5572, 5.0980, -0.4936], [16.0465, 6.0346, -0.2452], [15.8771, 6.3303, 1.8673], [15.4301, 4.6373, 2.1659], [13.4120, 7.4974, 3.4952], [14.6362, 6.3398, 3.7778], [12.0443, 6.0548, 4.4548], [13.0884, 4.6097, 4.3887], [11.0252, 5.7397, 2.4383], [11.4610, 4.0301, 2.7064], [12.3306, 5.4027, 0.5090], [13.3101, 4.1809, 1.2555], [12.7375, 7.7891, 1.2559], [13.7384, 7.1304, -0.0404], [15.7187, 8.1625, 0.5403], [15.1047, 8.4400, 2.2663], [13.4100, 9.9667, 0.9603], [14.4655, 9.8367, -0.4246], [15.0293, 10.5796, 1.0900], [14.7968, 13.5752, 8.4475], [15.3580, 12.2139, 8.8387], [16.8750, 12.0220, 8.7712], [17.1525, 10.5441, 8.9662], [18.5705, 10.0806, 9.2561], [18.9753, 10.3742, 10.6333], [18.6176, 9.1610, 11.4973], [18.3403, 7.9915, 10.5249], [18.5303, 8.5782, 9.1327], [19.5656, 10.5603, 8.2110], [19.2107, 10.1487, 6.8379], [20.5344, 9.9709, 6.0665], [14.7509, 13.6408, 7.3524], [15.4090, 14.4121, 8.7511], [13.7453, 13.6507, 8.7319], [14.8376, 11.4162, 8.3001], [15.1409, 12.0809, 9.9153], [17.3610, 12.7658, 9.4136], [17.3168, 12.2564, 7.7996], [16.8949, 10.0649, 8.0226], [16.5102, 10.1548, 9.7638], [20.0670, 10.3666, 10.6887], [18.6514, 11.3720, 10.9047], [19.4379, 8.9480, 12.1773], [17.7492, 9.3722, 12.1261], [19.0690, 7.2125, 10.7280], [17.3279, 7.6174, 10.6352], [19.4955, 8.2573, 8.7489], [17.7462, 8.2215, 8.4759], [20.5374, 10.1975, 8.5399], [19.6547, 11.6478, 8.2639], [18.5748, 10.8410, 6.3072], [18.8196, 9.1315, 6.8132], [20.9474, 10.9309, 5.7228], [20.3548, 9.4859, 5.1045], [21.3864, 9.4570, 6.5154], [14.9694, 9.7432, 5.9093], [14.5200, 10.9088, 6.9692], [14.4536, 10.5716, 4.6561], [16.4087, 10.3596, 5.8215], [15.3565, 8.4902, 5.0071], [15.3817, 8.9019, 7.2762], [13.4226, 9.1716, 6.0641], [17.3548, 12.7711, -2.8637], [16.5935, 12.1698, -1.4912], [16.0212, 13.6531, -3.2167], [17.9592, 13.9666, -1.9601], [18.0847, 13.3963, -4.1439], [18.6399, 11.8708, -2.5198], [16.7807, 11.5408, -3.7649], [23.9762, 12.6153, 3.0319], [24.7328, 11.4651, 2.2241], [23.3999, 11.5816, 4.1383], [25.2112, 12.9298, 4.0024], [23.1143, 13.7912, 3.7534], [24.5598, 13.7220, 2.0200], [22.6852, 12.3427, 2.0789], [20.6436, 15.6378, 7.6108], [19.4076, 14.6153, 7.3301], [19.6197, 16.4399, 8.6102], [21.1077, 14.6919, 8.8603], [21.8647, 16.6435, 8.0187], [21.5579, 14.8499, 6.6081], [20.2536, 16.6245, 6.4112], [19.0522, 7.8396, 2.2899], [18.4937, 9.0831, 1.4248], [17.9712, 6.9157, 1.5101], [20.1142, 7.4613, 1.1677], [19.4563, 6.5801, 3.2000], [20.1748, 8.7478, 3.0206], [18.0009, 8.3190, 3.4504], [18.1189, 17.8729, 1.4353], [18.9262, 16.7388, 0.6480], [16.7264, 17.2264, 0.9500], [18.0708, 16.9783, 2.8104], [17.2417, 19.0489, 2.1991], [19.5122, 18.5200, 2.0026], [18.1772, 18.8657, 0.1418]], "forces_ev_per_angstrom": [[0.02, 0.30, -0.39], [2.53, -1.57, -0.14], [0.62, 0.94, 0.85], [-1.18, -0.73, -0.63], [-0.09, 2.15, -0.09], [2.59, -1.35, -0.12], [-1.03, -0.02, -0.25], [-0.34, -0.02, 0.00], [0.13, 0.00, -0.36], [0.36, -0.08, -0.02], [-0.44, -0.06, -0.08], [-0.45, -0.62, -0.37], [-0.24, -0.08, 0.22], [0.03, 0.14, 0.20], [0.16, 0.51, 0.19], [-0.12, 0.21, 0.12], [-0.41, -0.99, 0.12], [-0.42, 0.11, 0.06], [-0.45, 0.44, 0.32], [-1.18, 0.31, -0.64], [0.20, 0.50, 0.91], [0.04, -0.23, -0.49], [0.46, -1.21, -0.38], [0.33, 1.01, 0.91], [0.97, 0.75, -0.03], [-1.37, -0.93, -0.63], [1.43, -1.31, 1.21], [-0.90, 1.94, -0.19], [0.56, -0.11, 0.20], [-0.83, -0.48, -0.08], [0.78, -0.37, -1.01], [-0.99, 1.13, -0.43], [-0.97, 0.30, 0.67], [-0.03, -0.05, 0.27], [-0.15, 0.13, 0.15], [0.02, 0.22, -0.24], [-0.10, 0.84, 0.10], [-0.44, 0.44, 0.24], [0.12, -0.20, -0.07], [-0.02, -0.33, -0.64], [0.69, -0.52, -0.02], [-0.68, 0.19, 0.47], [-0.32, 0.06, -0.60], [0.01, 0.17, -0.09], [-0.02, -0.62, 0.49], [0.26, -0.10, -0.16], [-0.07, -0.05, 0.09], [-0.20, 0.03, -0.26], [0.25, 0.34, -0.03], [0.24, 0.07, 0.14], [0.08, 0.28, 0.19], [-0.30, -0.16, 0.06], [0.43, -0.69, 0.72], [0.63, 0.20, -0.08], [0.12, 0.05, 0.02], [0.28, -0.11, -0.02], [0.28, -0.09, -0.20], [0.04, -0.59, -1.43], [-0.04, 0.17, 1.94], [0.62, 0.66, -0.78], [-0.13, 0.34, 0.05], [-0.73, -0.55, -1.11], [1.50, -0.39, 0.51], [-1.12, 0.39, 0.45], [0.17, 0.81, 0.48], [0.56, -0.89, 0.54], [-0.14, 1.43, 1.07], [1.78, -1.57, -0.91], [0.31, 1.13, -1.78], [0.19, -0.01, 0.04], [-0.04, 0.28, 0.48], [0.18, 0.22, 0.43], [0.68, 1.02, 1.56], [-0.08, -0.03, -0.03], [0.13, -0.48, 0.44], [-0.39, 0.26, -0.29], [-0.05, -0.03, 0.41], [0.21, -0.25, -0.02], [0.01, 0.49, -0.58], [-0.34, -0.07, 0.22], [0.05, -0.03, 0.00], [-0.02, -0.11, -0.07], [-0.20, -0.30, -0.21], [0.00, -0.17, 0.16], [-0.01, 0.10, -0.19], [0.01, 0.42, -0.29], [-0.05, -0.37, -0.01], [-0.23, 0.11, 0.24], [-0.26, 0.01, 0.07], [-0.68, 0.28, 0.03], [0.02, 0.01, 0.50], [-0.18, -0.26, 0.19], [-0.44, -0.18, 0.58], [-2.47, -0.55, 1.33], [-0.69, -0.47, -2.92], [0.31, 0.41, -0.36], [0.81, 0.25, -0.13], [0.17, -0.32, -0.24], [0.20, -0.57, -0.51], [0.36, -0.53, -0.07], [0.08, 0.32, 0.38], [0.01, 0.03, -1.05], [0.29, -0.46, 0.40], [-0.46, -0.09, 0.11], [0.17, -0.05, -0.54], [0.02, -0.13, 0.06], [-0.31, 0.16, 0.32], [-1.54, 1.39, 0.12], [0.74, -0.58, 0.32], [0.07, -0.63, -0.12], [0.78, -0.45, 0.31], [-0.04, 0.07, 0.19], [0.09, 0.09, -0.69], [-0.07, -0.06, -0.09], [0.03, 1.28, 0.87], [-0.23, -0.33, -0.42], [0.34, 0.08, 0.07], [-0.14, -0.36, 0.09], [-0.20, -0.04, 0.02], [0.70, -0.96, -0.30], [-0.70, 0.03, -0.02], [0.27, 1.67, 0.43], [0.40, 0.28, -0.27], [-0.98, -0.69, 0.21], [0.38, -0.28, -0.33], [0.09, -0.50, 0.13], [-0.06, 0.04, -0.16], [-0.43, -0.76, -0.04], [0.14, 1.51, 1.18], [0.12, -0.18, 0.04], [-0.16, -0.11, -0.25], [-0.19, -0.19, -0.51], [0.39, -0.33, 0.01], [-0.49, -0.07, -0.47], [0.04, -0.46, 0.01]], "mulliken_charge": [-1.117, 1.489, -0.953, -0.964, -0.602, -1.010, -0.422, -0.234, 0.557, 0.550, 0.541, 0.272, -0.184, 0.177, 0.370, 0.274, 0.334, 0.447, 0.582, 0.248, 0.484, -1.365, -0.564, -0.506, -1.204, 1.057, -0.477, -0.857, -0.703, -0.686, -1.299, 0.917, -1.535, 0.368, 0.363, 0.329, 0.424, 0.335, 0.426, 0.356, 0.429, 0.530, 0.328, 0.203, 0.350, 0.419, 0.358, 0.396, 0.286, 0.410, 0.653, 0.432, 0.027, -0.093, 0.389, 0.480, 0.103, -1.573, -0.482, 0.382, -0.912, 0.955, -0.807, -0.700, -0.656, -0.696, -1.845, 2.168, -1.813, 0.318, 0.438, 0.362, 0.370, 0.351, 0.496, -0.353, -0.243, 0.621, 0.473, 0.402, 0.414, 0.270, 0.363, 0.371, 0.590, 0.179, 0.677, 0.627, -0.711, 0.116, 0.581, 0.140, 0.419, 2.014, -0.508, -0.365, -0.802, -0.576, -0.390, -0.443, 1.339, -0.580, -0.385, -0.364, -0.375, -0.342, -0.390, 1.283, -0.389, -0.357, -0.396, -0.376, -0.401, -0.372, 1.304, -0.366, -0.429, -0.400, -0.396, -0.342, -0.349, 1.363, -0.298, -0.402, -0.419, -0.475, -0.350, -0.459, 1.286, -0.360, -0.361, -0.386, -0.415, -0.387, -0.387]}

=====

no.,DFT total energy (Ha)
1,-2378.04035
2,-6950.12684